Here is C14H15BN2O4Pd as an isolated structure from OMol25. Energies are from ωB97M-V/def2-TZVPD.

```
37
Properties=species:S:1:pos:R:3:forces:R:3:mulliken_charge:R:1
Pd 0.662 0.714 0.335 0.77 -0.14 0.07 0.237
O 0.418 1.522 4.360 0.06 0.03 0.01 -0.744
C 0.542 1.439 3.139 -0.05 -0.12 0.05 0.508
O 0.736 0.386 2.443 -0.20 0.07 0.15 -0.695
C 0.514 2.742 2.335 0.02 -0.03 -0.03 0.236
C 0.424 4.025 2.844 0.00 0.01 0.01 -0.510
C 0.493 5.092 1.954 0.00 -0.02 -0.01 -0.093
C 0.673 4.865 0.594 0.00 0.02 0.00 -0.515
C 0.757 3.556 0.154 0.01 -0.04 0.01 0.235
N 0.654 2.567 1.029 -0.11 0.03 -0.01 -0.022
C 1.032 3.090 -1.278 -0.03 -0.06 -0.13 0.510
O 1.139 3.954 -2.147 0.06 0.03 0.02 -0.745
O 1.164 1.827 -1.413 -0.17 0.18 -0.11 -0.699
H 0.304 4.150 3.911 0.00 0.02 -0.01 0.471
H 0.417 6.107 2.325 0.00 0.01 0.00 0.383
H 0.753 5.661 -0.134 0.00 0.01 0.02 0.472
C 0.191 -3.696 -2.597 0.01 -0.01 0.00 -1.635
C 0.936 -3.641 -1.255 -0.01 -0.01 0.00 2.370
C 2.379 -4.124 -1.461 0.00 0.02 0.01 -1.618
C 0.235 -4.570 -0.253 0.00 0.00 -0.01 -1.632
C 0.923 -2.263 -0.743 0.04 0.00 0.00 -0.560
C 0.844 -1.124 -0.330 -0.04 -0.12 -0.05 -0.579
H 0.179 -4.718 -2.992 0.00 0.00 0.00 0.365
H 0.675 -3.041 -3.323 0.00 0.00 0.00 0.397
H -0.835 -3.351 -2.469 0.00 0.00 -0.01 0.402
H 2.393 -5.150 -1.845 -0.01 0.00 0.00 0.359
H 2.926 -4.093 -0.517 0.00 0.00 0.00 0.391
H 2.896 -3.475 -2.171 0.00 0.00 0.00 0.392
H 0.226 -5.602 -0.622 0.00 0.00 0.00 0.361
H -0.792 -4.241 -0.093 0.00 0.00 0.01 0.403
H 0.748 -4.543 0.709 0.00 0.00 0.00 0.397
B -4.627 1.025 -0.126 -0.03 0.00 0.00 -0.171
C -3.042 0.919 0.007 0.06 -0.01 0.00 0.136
N -1.892 0.841 0.104 -0.35 0.12 0.01 -0.389
H -5.112 -0.074 0.098 0.00 0.01 0.00 -0.140
H -5.034 1.841 0.687 0.00 0.00 0.00 -0.142
H -4.900 1.385 -1.261 0.00 0.00 0.00 -0.136
```
Forces are in eV/Å.

Calculated values
Electronic energy: -1105.73063 a.u.
Charge: -2
Kohn-Sham gap: 7.4 eV
Largest force on an atom: 0.0153 hartree/bohr


Here is C14H15Br18N2PS2 as an isolated structure from OMol25. Energies are from ωB97M-V/def2-TZVPD.

```
52
Properties=species:S:1:pos:R:3:forces:R:3:mulliken_charge:R:1
C -2.700 -1.576 3.879 -1.36 -0.04 -0.40 -0.881
P -0.864 -1.705 3.350 0.64 -0.09 -0.12 0.071
C -0.775 -3.327 2.275 -0.33 0.84 -1.53 -0.613
C -0.409 -0.319 2.058 -0.97 3.01 -3.60 0.618
C 1.167 0.177 2.023 -1.91 2.89 -3.19 -1.053
C 1.584 1.309 0.906 -3.14 -1.94 0.97 0.221
S 3.378 1.932 0.715 -2.38 -0.53 -0.86 -0.167
C 0.370 1.895 -0.081 -1.84 1.75 -2.51 0.368
N 0.533 2.956 -1.189 -3.17 -3.39 2.97 -0.490
S -1.054 3.228 -1.946 2.26 -2.69 3.79 0.229
N -2.169 2.164 -1.094 6.46 -1.25 3.04 -0.378
C -1.238 1.476 -0.106 1.16 -0.54 1.13 0.286
C -1.549 0.300 1.024 2.59 -0.26 1.10 -0.320
H -2.909 -0.764 4.706 0.75 -1.49 -1.80 0.304
H -3.396 -1.347 2.940 1.22 -0.71 2.18 0.238
H -2.975 -2.620 4.384 0.59 2.19 -1.34 0.303
H -0.953 -4.299 2.902 0.34 2.00 -1.22 0.348
H 0.282 -3.305 1.723 -2.36 -0.27 1.48 0.006
H -1.584 -3.156 1.420 1.61 -0.87 1.72 0.225
H 1.963 -0.263 2.769 -1.83 1.07 -1.70 0.343
H 3.423 2.325 -0.653 -0.58 -0.58 1.64 0.207
H -2.641 -0.165 1.142 2.67 1.27 -0.40 0.063
C 2.387 -3.194 -1.038 0.23 0.09 -0.16 -0.453
Br 1.835 -1.772 0.168 0.33 -0.57 -0.81 0.239
Br 3.599 -4.446 -0.174 -0.42 0.28 -0.24 0.013
Br 0.862 -4.098 -1.838 0.31 0.16 0.22 -0.041
H 2.944 -2.723 -1.855 -0.26 -0.24 0.34 0.361
C -2.699 1.282 -5.065 0.19 0.09 -0.16 -0.348
Br -3.251 2.704 -3.858 -0.72 -0.37 -1.02 -0.019
Br -1.486 0.030 -4.200 -0.33 0.31 -0.13 -0.019
Br -4.224 0.378 -5.864 0.48 0.29 0.30 0.056
H -2.142 1.753 -5.882 -0.25 -0.21 0.39 0.392
C 5.707 4.901 2.706 -0.08 -0.14 0.23 -0.349
Br 3.787 5.147 2.896 0.54 -0.02 -0.11 0.091
Br 6.177 4.206 0.951 -0.04 0.23 0.35 -0.051
Br 6.691 6.525 3.129 -0.25 -0.39 -0.16 -0.052
H 6.007 4.145 3.439 -0.12 0.35 -0.36 0.370
C 0.372 5.937 5.119 -0.21 -0.01 0.13 -0.393
Br 0.736 7.844 5.002 -0.03 -0.50 0.00 -0.006
Br 0.153 5.132 3.362 0.12 0.18 0.39 0.003
Br 1.713 5.008 6.179 -0.33 0.24 -0.27 -0.002
H -0.583 5.825 5.643 0.45 0.05 -0.25 0.362
C -7.017 0.709 -8.608 0.14 0.21 0.01 -0.270
Br -8.517 1.498 -7.652 0.38 -0.26 -0.25 0.004
Br -6.485 -0.996 -7.838 -0.34 0.28 -0.32 -0.057
Br -7.370 0.564 -10.515 0.06 -0.01 0.51 -0.026
H -6.169 1.392 -8.491 -0.36 -0.32 -0.03 0.308
C 3.797 -8.507 0.290 -0.26 0.05 0.06 -0.293
Br 4.252 -10.347 0.725 -0.06 0.49 -0.13 -0.048
Br 5.177 -7.263 0.866 -0.17 -0.46 -0.10 -0.058
Br 3.372 -8.293 -1.597 0.17 -0.06 0.49 0.003
H 2.890 -8.260 0.851 0.42 -0.10 -0.26 0.356
```
Forces are in eV/Å.

Calculated values
Electronic energy: -48121.47541 a.u.
Charge: 0
Kohn-Sham gap: 6.4 eV
Largest force on an atom: 0.1410 hartree/bohr


Here is C14H15Br2IrN6O2S as an isolated structure from OMol25. Energies are from ωB97M-V/def2-TZVPD.

```
41
Properties=species:S:1:pos:R:3:forces:R:3:mulliken_charge:R:1
Ir 9.510 8.973 12.234 -2.68 1.15 1.51 1.034
N 14.828 10.994 6.956 -1.13 -0.59 1.44 -0.295
C 14.221 10.428 8.051 1.51 1.39 -1.75 1.094
C 14.976 10.234 9.203 1.59 -0.44 2.32 -0.581
C 14.413 9.763 10.400 -0.45 -0.87 0.41 -0.661
C 13.039 9.336 10.369 0.54 2.07 -1.58 0.439
C 12.303 9.465 9.148 0.49 0.20 0.00 -0.302
C 12.884 10.055 8.021 -2.00 -1.89 -0.40 -0.800
S 12.239 8.818 11.869 0.49 -0.08 -0.02 1.262
O 11.533 9.897 12.648 1.73 -0.86 -1.35 -0.517
O 13.205 7.999 12.496 -0.24 -0.07 0.54 -0.534
N 10.839 8.035 11.360 3.69 -1.41 -1.33 -0.337
C 10.744 6.726 10.760 0.38 1.10 -0.67 0.631
N 11.798 6.252 10.145 0.13 -0.37 0.35 -0.385
C 11.630 5.027 9.627 1.06 -0.97 0.43 -0.206
C 10.397 4.355 9.692 0.22 1.60 -0.08 -0.734
C 9.370 5.036 10.316 -1.42 -0.82 0.35 0.011
N 9.538 6.242 10.833 -0.43 -0.09 0.77 -0.293
H 15.709 11.514 7.023 -0.21 -0.50 -0.07 0.294
H 14.304 11.049 6.086 0.18 0.19 -0.01 0.276
H 16.067 10.391 9.101 -0.73 0.09 0.51 0.381
H 14.964 9.569 11.371 -0.32 0.51 -1.55 0.435
H 11.301 9.043 9.119 0.14 0.33 -0.26 0.395
H 12.396 10.021 7.023 -0.05 0.29 1.01 0.302
H 12.596 4.539 9.341 -1.24 0.40 -0.37 0.412
H 10.115 3.472 9.195 0.48 -1.28 -0.35 0.454
H 8.356 4.562 10.484 1.25 0.61 -0.50 0.417
Br 9.011 13.613 15.254 -0.01 -0.46 -0.84 0.094
C 9.163 12.809 13.510 -0.05 0.73 1.08 -0.537
Br 8.549 10.815 13.653 -0.07 1.22 0.28 0.071
H 10.224 12.770 13.250 -0.51 -0.17 -0.25 0.334
H 8.446 13.293 12.824 0.54 -0.62 0.21 0.419
N 5.730 7.845 11.460 0.22 -0.32 0.63 -0.039
C 5.987 6.754 12.304 0.44 -0.90 0.04 -0.260
C 7.271 6.904 12.740 0.57 -1.26 0.05 -0.341
N 7.761 8.061 12.107 -0.11 -1.27 2.76 -0.223
C 6.811 8.637 11.453 -1.95 -0.26 -1.78 -0.152
H 4.903 7.953 10.898 -0.33 0.24 -0.01 0.239
H 5.355 5.843 12.480 0.30 1.54 -0.36 0.371
H 7.923 6.160 13.339 -1.30 1.74 -1.10 0.378
H 7.001 9.534 10.885 -0.72 0.09 -0.08 0.452
```
Forces are in eV/Å.

Calculated values
⟨S²⟩: 8.81
Electronic energy: -6670.79962 a.u.
Multiplicity: 6
Charge: +3
Kohn-Sham gap (spin up / spin down): 7.8 / 5.6 eV
Largest force on an atom: 0.0810 hartree/bohr
Energy relative to the best compared isomer or geometry (same formula, charge and spin): 0.000 eV


Here is an isolated molecule of C14H15BrN2O2S from OMol25. Energies are from ωB97M-V/def2-TZVPD.

```
35
Properties=species:S:1:pos:R:3:forces:R:3:mulliken_charge:R:1
O 4.002 0.720 4.646 -0.18 0.56 1.58 -0.649
C 3.416 -0.133 4.027 0.28 -0.04 -2.00 0.428
C 2.016 -0.716 4.344 0.69 -1.41 -1.61 -0.646
C 0.898 0.252 3.905 -0.15 -0.79 -0.13 -0.592
C 0.866 0.655 2.454 1.22 0.01 1.88 0.269
C 1.166 1.917 2.128 -0.21 1.29 -0.75 -0.364
S 0.894 2.010 0.416 0.18 1.38 -0.59 -0.261
C 0.428 0.367 0.298 0.11 -0.32 -0.13 0.285
C -0.236 -0.403 -0.876 1.37 2.11 -0.95 -0.207
C -0.551 0.637 -2.098 0.33 -4.52 -0.41 -1.013
C -1.753 0.184 -2.926 1.58 -0.60 -1.62 0.721
C -2.755 1.073 -3.263 -3.39 -0.09 0.52 -0.725
C -3.975 0.675 -3.922 3.20 -4.09 -1.11 -0.540
C -3.949 -0.652 -4.596 -0.11 3.55 1.35 -0.175
Br -5.568 -1.060 -5.654 1.53 -0.09 0.82 -0.194
C -2.755 -1.362 -4.517 -0.11 -1.52 -0.10 -0.135
C -1.685 -1.033 -3.669 -2.40 2.28 0.11 -0.537
N 0.519 -0.180 1.466 -0.64 -1.98 0.24 -0.552
N 4.068 -0.438 2.828 -3.37 -1.39 0.65 -0.072
O 3.481 -1.413 1.870 2.37 0.31 0.09 -0.457
H 1.856 -1.607 3.665 0.41 0.60 1.07 0.344
H 1.994 -1.084 5.396 -0.19 0.66 -0.74 0.372
H 0.977 1.145 4.497 -0.38 0.37 0.34 0.341
H -0.068 -0.252 3.995 0.04 0.07 0.83 0.319
H 1.387 2.749 2.852 -0.11 -0.92 -1.36 0.379
H -1.045 -0.890 -0.336 -0.36 -0.14 -0.75 0.322
H 0.443 -1.114 -1.414 -0.49 0.16 1.30 0.246
H -0.726 1.579 -1.723 0.00 2.25 0.57 0.689
H 0.361 0.484 -2.756 -0.98 1.06 0.82 0.295
H -2.810 2.064 -2.812 0.34 -0.13 0.03 0.285
H -4.884 1.187 -3.972 -0.84 1.25 -0.01 0.496
H -2.633 -2.313 -5.044 -0.28 0.38 -0.08 0.346
H -0.828 -1.639 -3.702 0.96 -0.76 0.30 0.418
H 4.944 0.114 2.708 -1.04 -1.10 -1.02 0.262
H 2.505 -1.523 1.786 0.61 1.60 0.89 0.305
```
Forces are in eV/Å.

Calculated values
Electronic energy: -3774.54679 a.u.
Charge: 0
Kohn-Sham gap: 9.5 eV
Largest force on an atom: 0.1033 hartree/bohr
Energy relative to the best compared isomer or geometry (same formula, charge and spin): 4.642 eV


Here is C14H15Cl3F5N4OsS as an isolated structure from OMol25. Energies are from ωB97M-V/def2-TZVPD.

```
43
Properties=species:S:1:pos:R:3:forces:R:3:mulliken_charge:R:1
Os -0.050 0.298 0.213 -0.38 -1.40 -0.41 1.654
C 1.718 -0.906 -1.978 -0.12 0.04 -0.50 -0.684
C 2.558 0.021 -1.114 0.14 -0.04 -0.13 -0.588
N 2.071 -0.025 0.282 0.16 0.77 0.79 -0.553
C 2.446 -1.259 1.055 0.07 -0.11 -0.19 -0.697
C 1.315 -1.670 1.979 0.12 -0.09 -0.05 -0.628
N -0.030 -1.491 1.335 -0.09 0.23 0.50 -0.356
C -0.530 -2.578 0.454 -0.01 -0.15 -0.04 -0.810
C 0.232 -2.565 -0.834 -0.07 -0.23 -0.43 -0.559
N 0.361 -1.158 -1.368 -0.24 0.85 1.05 -0.447
H 2.214 -1.856 -2.161 -0.11 -0.06 0.02 0.399
H 1.580 -0.427 -2.945 -0.05 -0.13 -0.06 0.458
H 2.445 1.040 -1.478 0.07 0.06 0.17 0.194
H 3.621 -0.219 -1.164 -0.03 -0.12 -0.01 0.456
H 2.488 0.770 0.764 0.14 -0.08 0.00 0.423
H 3.337 -1.058 1.650 0.03 -0.01 -0.04 0.516
H 2.714 -2.047 0.355 -0.03 0.06 -0.06 0.296
H 1.329 -1.035 2.864 -0.14 -0.01 0.02 0.428
H 1.436 -2.702 2.313 0.03 0.00 -0.01 0.372
H -0.679 -1.480 2.120 0.00 0.21 0.00 0.429
H -1.583 -2.373 0.256 -0.03 -0.03 0.15 0.357
H -0.470 -3.551 0.945 0.10 0.01 0.00 0.447
H -0.284 -3.199 -1.555 0.08 0.08 -0.14 0.543
H 1.227 -2.984 -0.712 0.02 0.07 -0.02 0.271
H -0.361 -0.981 -2.060 0.13 -0.27 -0.23 0.478
F -3.697 4.615 3.738 0.01 -0.01 -0.01 -0.175
C -3.387 3.659 2.934 0.05 -0.03 -0.03 0.679
C -2.021 3.262 2.853 0.03 0.17 0.17 -0.129
F -1.128 3.870 3.590 -0.06 -0.06 0.01 -0.217
C -1.704 2.248 2.014 -0.20 -0.13 -0.22 0.168
F -0.411 1.785 1.971 -0.23 -0.09 -0.34 -0.343
C -2.670 1.601 1.195 -0.24 0.49 0.62 0.396
S -2.239 0.372 0.154 0.49 0.00 -0.48 -0.378
C -4.031 2.024 1.312 0.34 -0.14 -0.02 0.449
F -4.931 1.453 0.568 -0.08 -0.05 -0.02 -0.224
C -4.384 3.038 2.177 0.00 0.14 0.10 0.183
F -5.620 3.435 2.287 -0.03 0.00 -0.02 -0.187
Cl 1.851 4.005 -3.248 0.08 -0.02 -0.07 -0.043
C 0.689 4.368 -1.978 -0.02 -0.21 -0.01 0.889
Cl 1.347 5.462 -0.783 0.06 0.09 0.15 -0.025
Cl -0.835 4.935 -2.630 -0.13 0.02 -0.03 -0.030
C 0.419 3.074 -1.302 -0.04 0.12 -0.07 0.024
N 0.223 2.061 -0.802 0.19 0.06 -0.11 -0.438
```
Forces are in eV/Å.

Calculated values
Electronic energy: -3129.16922 a.u.
Charge: +3
Kohn-Sham gap (spin up / spin down): 6.0 / 6.0 eV
Largest force on an atom: 0.0294 hartree/bohr
Energy relative to the best compared isomer or geometry (same formula, charge and spin): 0.395 eV


Here is an isolated molecule of C14H15F2NO from OMol25. Energies are from ωB97M-V/def2-TZVPD.

```
33
Properties=species:S:1:pos:R:3:forces:R:3:mulliken_charge:R:1
C 3.010 0.646 -0.017 -0.43 0.95 -1.47 -1.200
C 2.127 0.518 -1.328 1.16 -1.50 1.97 -0.245
C 1.516 -0.941 -1.439 -2.76 2.04 1.43 -1.047
C 0.746 -1.324 -0.165 -1.19 0.58 2.79 0.070
C -0.354 -0.711 0.466 1.26 0.07 -3.06 0.483
C -1.195 0.427 -0.163 0.71 0.84 0.58 -0.022
C -2.277 0.079 -0.977 1.02 0.32 0.17 -0.204
C -3.009 1.101 -1.631 0.28 -1.38 -0.30 -0.676
C -2.688 2.397 -1.443 -0.79 1.82 0.25 0.513
F -3.487 3.321 -2.127 1.41 -0.75 1.05 -0.322
C -1.676 2.798 -0.543 0.18 -0.82 -0.62 0.108
F -1.405 4.095 -0.374 -0.06 0.10 -0.01 -0.321
C -0.875 1.833 0.051 -0.82 -1.43 -0.84 -0.398
C -0.649 -1.387 1.719 -1.61 1.77 2.35 0.326
N -1.333 -0.908 2.744 1.35 -1.32 -0.69 -0.726
O -1.996 0.280 2.472 -0.54 2.09 0.53 -0.328
C 0.228 -2.609 1.895 -2.05 -1.01 0.01 -0.511
C 1.239 -2.442 0.807 0.55 0.69 -1.37 -0.775
H 3.770 -0.106 -0.099 0.60 -0.38 0.43 0.352
H 3.500 1.657 -0.060 -0.43 -0.92 0.44 0.392
H 2.398 0.513 0.900 0.46 0.15 -0.59 0.267
H 2.689 0.827 -2.205 0.10 -0.28 -0.11 0.473
H 1.374 1.247 -1.152 -1.12 0.27 -0.44 0.061
H 0.651 -0.820 -2.097 0.39 -0.30 -0.81 0.371
H 2.103 -1.785 -1.704 0.99 -0.24 -0.51 0.416
H -2.365 -1.006 -1.114 -0.66 0.62 -0.26 0.463
H -3.770 0.970 -2.395 -0.05 -0.55 0.32 0.385
H 0.024 2.153 0.571 -0.30 -0.13 0.25 0.576
H -2.127 0.902 3.285 0.71 -2.57 -1.61 0.304
H -0.316 -3.620 1.715 0.52 1.83 0.52 0.213
H 0.571 -2.571 2.924 0.35 -0.34 -0.05 0.320
H 2.205 -2.166 1.203 0.52 0.20 0.07 0.279
H 1.373 -3.370 0.280 0.26 -0.42 -0.43 0.403
```
Forces are in eV/Å.

Calculated values
Electronic energy: -872.08137 a.u.
Charge: 0
Kohn-Sham gap: 9.0 eV
Largest force on an atom: 0.0724 hartree/bohr
Energy relative to the best compared isomer or geometry (same formula, charge and spin): 1.120 eV


Which of these has the lowest charge? C14H15BN2O4Pd